Density functional theory data (ωB97M-V/def2-TZVPD) for a structure of composition C27H38AsBN12OS5W.

Output
E ... -166062.3124 eV
HOMO energy (alpha / beta) ... -9.75 / -9.61 eV
Orbital gap (alpha / beta) ... 6.4118 / 6.5084 eV
Net charge ... +1
Relative energy (zero: lowest compared OMol25 entry of this formula, charge and spin) ... 0.0 kcal/mol
Molar mass ... 976.6 g/mol
Max |F| ... 0.0062 Eh/bohr
Spin multiplicity ... 2

Positions of all 86 atoms, in Å:
W1 -0.2567 0.4250 0.4513
C1 -3.1572 2.5592 -0.6951
C2 -2.0538 2.2096 -1.6345
C3 -2.0230 2.5015 -2.9998
C4 -0.8042 2.0472 -3.4442
N1 -0.1321 1.5382 -2.4031
N2 -0.9075 1.6033 -1.2843
B1 1.2729 0.9019 -2.3585
N3 2.0725 1.4574 -1.1459
C5 3.2664 2.0581 -1.1680
C6 3.6368 2.3462 0.1298
C7 2.6026 1.8670 0.9282
C8 2.5450 1.8871 2.4163
N4 1.6471 1.3309 0.1420
N5 1.0936 -0.6250 -2.1552
C9 1.3958 -1.6733 -2.9198
C10 0.9400 -2.8203 -2.2936
C11 0.3405 -2.3879 -1.1156
C12 -0.2661 -3.2503 -0.0588
N6 0.4313 -1.0441 -1.0338
N7 2.0381 1.2481 -3.6171
C13 2.1935 2.4922 -4.1486
C14 3.2705 2.4606 -4.9885
C15 3.7539 1.1319 -4.9058
C16 4.9191 0.5279 -5.6160
N8 3.0219 0.4198 -4.0696
H1 -4.1099 2.5117 -1.2224
H2 -3.1922 1.8998 0.1664
H3 -3.0264 3.5826 -0.3355
H4 -2.7939 2.9800 -3.5784
H5 -0.3716 2.0517 -4.4295
H6 3.7730 2.2386 -2.1018
H7 4.5386 2.8313 0.4606
H8 2.9666 0.9677 2.8303
H9 3.1463 2.7132 2.7932
H10 1.5292 1.9953 2.7914
H11 1.9357 -1.5272 -3.8402
H12 1.0286 -3.8334 -2.6472
H13 0.4276 -4.0485 0.2128
H14 -0.5235 -2.6863 0.8318
H15 -1.1791 -3.7174 -0.4301
H16 1.5438 3.3089 -3.8804
H17 3.6515 3.2693 -5.5887
H18 4.8951 0.7697 -6.6784
H19 5.8613 0.9045 -5.2151
H20 4.9089 -0.5544 -5.5058
S1 -1.5980 4.9948 2.8154
As1 0.2551 4.4464 4.0763
S2 -1.1229 1.8799 1.9809
S3 -0.4367 3.8332 1.5851
S4 -0.2048 2.8294 5.2174
C17 -5.2419 -1.1499 -0.8581
N9 -5.0466 -1.0979 0.5873
C18 -6.2275 -0.6670 1.3371
C19 -3.8197 -1.0831 1.1404
S5 -2.4926 -0.7702 0.0793
N10 -3.7346 -1.3440 2.4476
C20 -4.6645 -2.2541 3.1206
C21 -2.5130 -1.1053 3.1946
H21 -6.2432 -1.5362 -1.0400
H22 -4.5159 -1.8112 -1.3204
H23 -5.1506 -0.1583 -1.3073
H24 -6.7226 0.1163 0.7625
H25 -5.9354 -0.2520 2.2976
H26 -6.9368 -1.4809 1.4925
H27 -5.3390 -2.7157 2.4069
H28 -5.2422 -1.7379 3.8878
H29 -4.0773 -3.0401 3.5967
H30 -1.9797 -0.2708 2.7565
H31 -1.8723 -1.9927 3.1884
H32 -2.7747 -0.8616 4.2240
N11 4.0677 -3.2196 0.7126
C22 3.9942 -2.9069 2.0289
O1 4.8408 -3.2292 2.8332
C23 2.7894 -2.1228 2.4836
C24 2.5449 -2.0289 3.8477
C25 1.4595 -1.2889 4.2786
C26 0.6503 -0.6714 3.3435
N12 0.8691 -0.7615 2.0215
C27 1.9406 -1.4664 1.6167
H33 4.8794 -3.7277 0.4027
H34 3.3437 -3.0221 0.0466
H35 3.2194 -2.5205 4.5363
H36 1.2403 -1.1658 5.3298
H37 -0.1743 -0.0460 3.6511
H38 2.1217 -1.4625 0.5528

Atomic forces in eV per Å
-0.1 0.3 0.1
0.0 0.0 0.0
0.0 0.0 0.0
0.0 0.0 0.0
0.1 0.0 0.0
-0.1 0.0 0.0
0.1 -0.1 0.1
0.1 0.0 -0.2
0.0 0.0 0.0
0.0 0.0 0.0
0.1 0.0 0.0
0.0 0.0 0.0
0.0 0.0 0.0
0.1 0.1 0.0
0.0 0.0 0.1
0.0 0.0 -0.1
0.0 0.0 0.0
0.1 0.0 0.0
0.0 0.0 0.0
-0.1 -0.1 -0.1
0.0 0.0 0.1
0.0 0.0 0.0
0.0 0.0 0.0
0.0 0.0 0.0
0.0 0.0 0.0
0.0 0.1 0.0
0.0 0.0 0.0
0.0 0.0 0.0
0.0 0.0 0.0
0.0 0.0 0.0
0.0 0.0 0.0
0.0 0.0 0.0
0.0 0.0 0.0
0.0 0.0 0.0
0.0 0.0 0.0
0.0 0.0 0.0
0.0 0.0 0.1
0.0 0.0 0.0
0.0 0.0 0.0
0.0 0.0 0.0
0.0 0.0 0.0
0.0 0.0 0.0
0.0 0.0 0.0
0.0 0.0 0.0
0.0 0.0 0.0
0.0 0.0 0.0
0.0 0.0 0.0
0.0 0.0 0.0
0.1 -0.1 0.0
-0.1 0.0 -0.1
0.0 0.0 0.0
0.0 0.0 0.0
-0.1 -0.1 0.0
0.0 0.0 0.0
0.0 0.2 -0.1
0.1 -0.1 0.0
0.1 -0.1 0.2
0.0 0.0 0.0
-0.1 0.0 -0.1
0.0 0.0 0.0
0.0 0.0 0.0
0.0 0.0 0.0
0.0 0.0 0.0
0.0 0.0 0.0
0.0 0.0 0.0
0.1 0.0 0.0
0.0 0.0 0.0
0.0 0.0 0.0
-0.1 -0.1 0.0
0.0 0.0 0.0
0.0 0.0 0.0
0.0 0.0 0.0
0.0 0.0 0.0
0.0 0.0 0.0
0.0 0.0 0.0
0.0 0.0 0.1
0.0 0.0 0.0
0.0 0.0 0.0
-0.1 0.0 -0.1
0.0 0.0 0.0
0.0 0.0 0.0
0.0 0.0 0.0
0.0 0.0 0.0
0.0 0.0 0.0
0.1 0.0 0.0
0.0 0.0 0.0